Computed, not measured: a cluster of 11 separate species, C43H116N14O15 in total at a distorted geometry, with the ωB97M-V functional and the def2-TZVPD basis.

```
! wB97M-V def2-TZVPD RIJCOSX def2/J DEFGRID3
* xyz 0 1
C -1.977 -0.881 -4.784
O -1.362 -2.141 -5.086
C -0.696 -2.226 -6.308
C -1.553 -1.948 -7.575
C -2.396 -3.199 -7.991
N -0.735 -1.687 -8.753
H -2.345 -0.987 -3.771
H -2.839 -0.683 -5.429
H -1.210 -0.151 -5.051
H 0.159 -1.538 -6.344
H -0.334 -3.241 -6.460
H -2.224 -1.092 -7.435
H -2.658 -3.165 -9.048
H -3.331 -3.310 -7.435
H -1.852 -4.128 -7.813
H -0.124 -0.902 -8.532
H -1.319 -1.410 -9.529
C -5.471 0.332 -3.818
O -4.593 0.097 -2.740
C -5.040 -0.894 -1.835
C -4.032 -1.177 -0.697
C -2.710 -1.795 -1.163
N -4.551 -2.019 0.408
H -6.510 0.462 -3.503
H -5.409 -0.496 -4.530
H -5.147 1.239 -4.323
H -5.978 -0.495 -1.430
H -5.219 -1.874 -2.298
H -3.780 -0.251 -0.173
H -2.086 -2.304 -0.430
H -2.205 -1.032 -1.749
H -2.933 -2.641 -1.829
H -4.829 -2.935 0.068
H -5.359 -1.606 0.864
C 1.972 -3.676 0.811
O 2.457 -3.237 -0.421
C 3.859 -3.114 -0.466
C 4.163 -1.972 -1.456
C 5.665 -1.937 -1.714
N 3.764 -0.644 -0.932
H 2.050 -2.931 1.616
H 2.536 -4.501 1.271
H 0.962 -4.070 0.706
H 4.340 -2.947 0.502
H 4.347 -3.981 -0.924
H 3.516 -2.216 -2.307
H 5.932 -2.722 -2.434
H 6.156 -2.166 -0.766
H 6.167 -1.087 -2.176
H 2.801 -0.798 -0.621
H 3.643 -0.142 -1.810
C 0.829 -0.046 -1.440
O 0.127 0.323 -0.271
C 0.680 -0.146 0.936
C -0.068 0.454 2.108
C 0.178 -0.284 3.392
N -1.542 0.551 1.859
H 0.255 0.129 -2.350
H 1.071 -1.115 -1.461
H 1.753 0.531 -1.523
H 0.554 -1.243 0.966
H 1.774 -0.084 0.989
H 0.197 1.494 2.310
H -0.412 0.093 4.227
H 1.182 -0.296 3.822
H -0.104 -1.328 3.208
H -1.574 0.453 0.840
H -2.004 -0.313 2.143
C 1.494 5.348 -2.973
O 1.578 3.940 -2.805
C 2.798 3.348 -2.425
C 3.481 2.756 -3.637
N 2.659 1.773 -4.343
C 3.058 1.378 -5.704
C 4.529 1.025 -5.821
O 4.735 0.373 -7.062
C 5.879 -0.439 -7.128
H 0.867 5.550 -3.837
H 2.502 5.719 -3.190
H 1.169 5.863 -2.068
H 2.510 2.552 -1.725
H 3.396 4.041 -1.826
H 4.352 2.174 -3.331
H 3.765 3.598 -4.285
H 1.761 2.209 -4.546
H 2.738 2.061 -6.502
H 2.468 0.494 -5.967
H 4.808 0.357 -4.999
H 5.162 1.918 -5.781
H 5.739 -0.920 -8.102
H 5.987 -1.222 -6.374
H 6.822 0.105 -7.260
C 1.388 -3.160 -3.882
O 2.068 -4.226 -3.248
C 2.203 -5.310 -4.130
C 2.579 -6.595 -3.383
N 1.311 -7.127 -2.829
C 1.453 -8.318 -1.998
C 1.896 -7.957 -0.592
O 0.947 -7.375 0.239
C 1.037 -7.537 1.609
H 0.527 -3.508 -4.456
H 1.993 -2.581 -4.587
H 0.923 -2.551 -3.106
H 2.900 -5.096 -4.956
H 1.313 -5.540 -4.733
H 3.241 -6.230 -2.592
H 2.908 -7.260 -4.179
H 0.893 -6.311 -2.401
H 2.142 -9.067 -2.381
H 0.452 -8.756 -1.951
H 2.838 -7.392 -0.585
H 2.216 -8.939 -0.194
H 1.681 -6.796 2.096
H 1.433 -8.524 1.894
H 0.047 -7.554 2.069
C 0.416 7.444 2.170
O -0.141 6.157 2.240
C 0.017 5.354 1.100
C -0.440 3.938 1.396
N -1.812 3.530 1.192
C -2.904 4.390 1.673
C -4.198 3.693 1.237
O -5.410 4.144 1.777
C -5.819 5.454 1.474
H 1.507 7.351 2.202
H 0.067 8.036 3.015
H 0.082 7.975 1.272
H 1.106 5.235 0.964
H -0.335 5.715 0.126
H -0.016 3.609 2.355
H 0.176 3.349 0.698
H -1.795 2.584 1.551
H -2.825 5.360 1.186
H -2.938 4.465 2.764
H -4.107 2.644 1.536
H -4.267 3.626 0.145
H -4.933 6.048 1.220
H -6.136 5.952 2.396
H -6.633 5.491 0.750
C 2.135 1.391 6.299
O 0.769 1.315 6.069
C 0.009 2.390 5.566
C 0.026 3.676 6.369
N -0.764 3.531 7.584
C -1.205 4.848 8.084
C -2.027 4.725 9.354
O -2.299 6.023 9.877
C -2.561 6.006 11.275
H 2.346 2.130 7.085
H 2.704 1.512 5.370
H 2.446 0.468 6.799
H -1.007 2.057 5.354
H 0.407 2.559 4.550
H -0.520 4.341 5.694
H 1.039 4.043 6.558
H -0.250 3.068 8.325
H -1.868 5.216 7.298
H -0.338 5.506 8.192
H -1.498 4.143 10.121
H -2.988 4.211 9.251
H -2.408 7.039 11.575
H -1.844 5.330 11.752
H -3.558 5.627 11.517
N 0.778 -2.145 6.177
C 1.444 -2.972 7.020
N 1.897 -2.493 8.195
O 1.579 -4.163 6.697
H 0.916 -1.155 6.324
H 0.566 -2.543 5.285
H 1.781 -1.548 8.511
H 2.288 -3.156 8.838
N -2.797 -2.709 2.566
C -3.062 -2.129 3.759
N -2.157 -2.526 4.746
O -3.987 -1.383 4.059
H -3.258 -2.226 1.768
H -1.995 -3.287 2.424
H -1.374 -3.088 4.483
H -2.246 -2.076 5.637
N -0.899 3.133 -1.830
C -1.901 2.397 -2.393
N -2.873 2.011 -1.516
O -1.811 1.915 -3.523
H -0.854 3.250 -0.831
H -0.118 3.318 -2.459
H -3.072 2.382 -0.610
H -3.478 1.246 -1.828
*
```

E (eV): -98038.992
Gap between HOMO and LUMO (eV): 8.8
Max |F| (Eh/bohr): 0.0557
SMILES: COC[C@H](C)N.COC[C@H](C)N.COC[C@H](C)N.COC[C@H](C)N.COCCNCCOC.COCCNCCOC.COCCNCCOC.COCCNCCOC.NC(N)=O.NC(N)=O.NC(N)=O
HOMO level (eV): -8.380
Relative energy (zero: lowest compared OMol25 entry of this formula, charge and spin) (kcal/mol): 66.96